Record 1
Below is C16H20GaN2O4 as an isolated structure, with properties calculated with the ωB97M-V functional and the def2-TZVPD basis.

```
43
Properties=species:S:1:pos:R:3:forces:R:3:lowdin_charge:R:1
Ga 0.3732 -0.0842 0.4645 -0.1 0.1 0.3 0.680
N -1.1825 -1.4585 1.1576 0.0 0.6 1.4 0.059
C -1.6169 -1.2005 2.5146 0.0 0.1 0.2 -0.215
C -1.7328 -2.2696 3.3887 0.1 -0.1 -0.1 -0.019
C -2.1348 -2.0699 4.6970 0.0 0.0 0.0 -0.059
C -2.4226 -0.7837 5.1240 0.0 0.0 0.0 -0.054
C -2.2982 0.2794 4.2477 0.0 0.0 0.0 -0.012
C -1.8985 0.1038 2.9193 0.0 0.0 0.1 -0.119
C -1.7485 1.3029 2.0506 0.0 0.4 0.0 -0.175
C -2.5983 2.3942 2.2598 -0.1 -0.1 0.0 -0.027
C -2.3935 3.6091 1.6292 0.0 0.0 0.0 -0.053
C -1.2895 3.7878 0.8111 0.0 0.0 0.0 -0.060
C -0.4545 2.7100 0.5602 -0.2 0.1 0.0 -0.104
C -0.7085 1.4621 1.1234 0.8 -0.8 -0.3 -0.113
H -1.9180 -1.1953 0.5024 0.0 0.0 0.2 0.130
H -1.0041 -2.4508 1.0515 0.1 0.3 0.7 0.091
H -1.5066 -3.2722 3.0409 0.0 0.0 0.0 0.120
H -2.2219 -2.9116 5.3697 0.0 0.0 0.0 0.114
H -2.7386 -0.6093 6.1435 0.0 0.0 0.0 0.115
H -2.4798 1.2820 4.6078 0.0 0.0 0.0 0.118
H -3.4385 2.2859 2.9326 0.0 0.0 0.0 0.117
H -3.0886 4.4208 1.7976 0.0 0.0 0.0 0.114
H -1.0882 4.7503 0.3600 0.0 0.0 0.0 0.112
H 0.4101 2.8369 -0.0782 -0.1 0.1 0.0 0.099
C 2.6233 1.0359 -1.6707 0.2 0.1 -0.1 -0.016
O 1.2540 1.0178 -1.2439 0.1 0.0 0.5 -0.269
C 0.2733 0.9534 -2.2711 -0.2 0.0 -0.2 -0.145
C -0.0427 -0.4933 -2.5044 0.1 0.2 -0.5 -0.135
O -0.5684 -0.9466 -1.2565 -0.1 -0.1 -0.4 -0.241
C -0.7606 -2.3644 -1.2557 -0.1 -0.8 -0.6 -0.045
H 2.7843 1.8961 -2.3210 -0.1 0.0 0.0 0.111
H 2.8952 0.1182 -2.1938 0.0 0.0 0.0 0.106
H 3.2304 1.1475 -0.7768 0.0 0.0 0.0 0.100
H 0.5993 1.4624 -3.1785 0.1 0.0 0.1 0.153
H -0.6189 1.4378 -1.8680 0.1 0.2 -0.1 0.138
H 0.8638 -1.0544 -2.7577 -0.1 -0.1 0.1 0.147
H -0.7774 -0.6192 -3.3043 0.0 -0.1 0.1 0.154
H -1.3775 -2.6534 -2.1079 0.0 0.1 0.0 0.123
H -1.2750 -2.6380 -0.3391 0.1 -0.4 -1.6 0.070
H 0.1994 -2.8818 -1.3040 -0.1 0.1 0.0 0.112
O 2.3838 -0.1861 1.3134 -0.5 0.1 0.0 -0.035
N 2.6255 -1.2575 0.7532 0.6 -0.1 0.2 -0.104
O 1.6532 -1.6654 0.0713 -0.4 0.3 0.0 -0.081
```
Positions in Å, forces in eV/Å.

HOMO energy: -11.5208 eV
Kohn-Sham gap: 8.673 eV
Net charge: +1
Energy relative to the best compared isomer or geometry (same formula, charge and spin): 29.3 kJ/mol


Record 2
Below is an isolated ion of composition C5H10N3S and charge +1, with properties calculated with the ωB97M-V functional and the def2-TZVPD basis.

```
19
Properties=species:S:1:pos:R:3:forces:R:3:lowdin_charge:R:1
C -1.3202 0.9988 0.4817 0.4 0.1 -0.4 -0.092
C 1.9501 1.1342 -0.3585 -0.7 -0.5 1.4 -0.186
C 2.3601 0.0214 0.6244 1.2 -2.5 -0.6 -0.377
C -1.1816 -0.5515 0.4028 5.2 1.3 -0.3 -0.224
C 0.1353 -0.4820 -0.7150 -0.5 -2.0 1.9 -0.474
N -0.3788 1.7039 -0.0694 -0.5 -2.0 0.5 0.119
N 0.5374 0.8695 -0.7009 -0.1 1.4 -0.1 -0.212
N -2.3671 -1.1294 -0.1520 -3.4 0.7 -0.4 0.177
S 1.6263 -1.4881 -0.2268 -1.1 1.1 0.3 0.869
H -2.1798 1.5377 0.8717 0.2 -0.2 0.3 0.115
H 1.8318 2.0835 0.1415 1.0 0.5 -0.1 0.118
H 2.6148 1.0950 -1.2083 -0.1 0.3 -0.3 0.118
H 3.4455 -0.4062 0.5424 -1.6 1.8 0.6 0.103
H 1.9853 0.0416 1.6728 0.4 0.4 -0.8 0.083
H -0.7552 -1.1141 1.3186 -1.3 1.0 -1.3 0.169
H -0.0856 -0.7957 -1.7255 -0.8 -0.3 -0.2 0.096
H -2.4300 -2.1358 -0.4321 0.4 0.9 0.4 0.204
H -2.5975 -0.5015 -0.9479 0.1 -0.9 -0.2 0.185
H -3.1909 -0.8815 0.4806 1.1 -1.0 -0.6 0.207
```
Positions in Å, forces in eV/Å.

HOMO energy: -12.4993 eV
Kohn-Sham gap: 8.504 eV
Net charge: +1
Energy relative to the best compared isomer or geometry (same formula, charge and spin): 252.5 kJ/mol
SMILES string: [NH3+][C@@H]1C=NN2CCS[C@@H]12


Record 3
Below is a 2-piece molecular cluster, C5H10N3 overall, with properties calculated with the ωB97M-V functional and the def2-TZVPD basis.

```
18
Properties=species:S:1:pos:R:3:forces:R:3:lowdin_charge:R:1
C -0.9341 -1.1278 -0.5714 0.4 -0.6 0.7 -0.116
C -0.8707 -0.0999 -1.3937 0.3 1.4 -1.3 -0.053
C -0.7788 -2.3116 1.8864 3.5 5.0 0.0 0.303
C 0.4189 0.3939 0.3439 -0.4 -3.5 1.6 -0.359
C 0.5407 1.9959 -1.6086 1.6 0.9 2.4 0.021
N -0.1454 -0.8410 0.5833 -1.8 -1.8 -1.2 0.071
N 0.0310 0.8161 -0.8394 -0.6 1.3 -2.2 -0.063
N 1.3952 0.8451 1.1566 -0.1 0.1 -1.4 0.215
H -1.3412 -2.0861 -0.8858 -0.2 0.2 0.9 0.125
H -1.3430 0.1414 -2.3539 0.4 -0.4 0.6 0.142
H 0.1996 -2.2210 2.4357 -1.6 -0.6 0.0 0.088
H -0.8542 -3.0789 1.1976 -0.4 -1.4 -1.2 0.032
H 0.3874 2.8771 -0.8468 0.1 -1.1 -2.3 0.134
H 1.6375 1.8603 -1.7253 -0.4 0.1 0.5 0.098
H 0.2752 2.1050 -2.6832 -1.0 -0.2 1.2 0.109
H -1.6011 -1.6589 2.1408 -0.2 -0.6 0.5 0.070
H 1.3786 0.6040 2.1000 -0.2 -0.9 1.6 0.099
H 1.6045 1.7862 1.0639 0.7 2.1 -0.3 0.084
```
Positions in Å, forces in eV/Å.

HOMO energy: -12.6709 eV
Kohn-Sham gap: 7.991 eV
Net charge: +1
Energy relative to the best compared isomer or geometry (same formula, charge and spin): 332.5 kJ/mol


Record 4
Below is C18H28N3O2ReS7 as an isolated structure, with properties calculated with the ωB97M-V functional and the def2-TZVPD basis.

```
59
Properties=species:S:1:pos:R:3:forces:R:3:lowdin_spin:R:1
Re 0.8568 0.1131 0.2563 -1.4 -0.4 0.2 0.861
C 2.2334 -2.8808 -0.2851 -0.1 0.0 0.0 0.002
C 2.9822 -1.9112 -1.1730 0.0 -0.1 -0.2 0.000
S 1.8634 -0.5781 -1.7722 0.6 0.4 1.1 -0.005
C 3.0578 0.8147 -1.9700 0.0 0.0 -0.3 0.007
C 2.3317 2.1483 -1.9357 -0.1 -0.1 0.0 0.011
S 1.1514 2.3357 -0.5385 0.3 0.1 0.0 0.055
C 2.0839 3.1536 0.8064 0.0 -0.1 0.0 0.006
C 2.8851 2.2142 1.6890 0.0 0.1 0.2 0.003
S 1.8364 0.8378 2.2986 0.2 -0.3 -0.9 -0.020
C 3.0898 -0.4833 2.4951 0.1 0.1 0.2 0.000
C 2.4335 -1.8465 2.4495 -0.1 0.0 0.0 0.010
S 1.2647 -2.0899 1.0535 0.3 -0.1 0.0 0.040
H 2.9265 -3.5944 0.1608 0.0 0.0 0.0 0.000
H 1.4876 -3.4501 -0.8411 0.0 0.0 0.0 0.000
H 3.3847 -2.4334 -2.0421 0.0 0.0 0.0 0.000
H 3.7999 -1.4215 -0.6475 0.0 0.0 0.0 0.000
H 3.5781 0.6902 -2.9210 0.0 0.0 0.0 0.000
H 3.7763 0.7222 -1.1581 0.0 0.0 0.0 0.001
H 1.7165 2.2973 -2.8232 0.0 0.0 0.0 0.000
H 3.0553 2.9626 -1.8937 0.0 0.0 0.0 0.000
H 1.3165 3.6838 1.3714 0.0 0.0 0.0 0.000
H 2.7385 3.9022 0.3589 0.0 0.0 0.0 0.000
H 3.2601 2.7576 2.5575 0.0 0.0 0.0 0.000
H 3.7304 1.7707 1.1636 0.0 0.0 -0.1 0.000
H 3.5909 -0.3508 3.4553 0.0 0.0 0.0 0.000
H 3.8148 -0.3453 1.6956 0.0 0.0 -0.1 0.000
H 1.8315 -2.0297 3.3396 0.0 0.0 0.0 0.000
H 3.1924 -2.6281 2.4019 -0.1 0.0 0.0 0.000
C -3.2098 -1.4971 4.8596 0.0 0.1 -0.1 0.000
N -2.7063 -0.5820 3.8085 0.1 -0.2 0.0 0.001
C -2.8002 -0.7050 2.5024 0.1 -0.2 0.3 0.004
S -1.6217 0.3187 1.6108 0.1 0.4 -0.3 0.023
N -3.6064 -1.4789 1.8323 -0.1 -0.2 0.1 0.001
C -4.7786 -2.2226 2.3526 0.0 0.1 -0.1 0.000
H -2.6984 -1.2355 5.7798 0.0 0.0 0.0 0.000
H -2.9717 -2.5258 4.6082 0.0 0.0 0.0 0.000
H -4.2779 -1.3814 5.0128 0.0 0.0 0.0 0.000
H -2.2078 0.2357 4.1296 0.0 0.1 0.0 0.000
H -3.4854 -1.4776 0.8286 0.0 0.0 0.0 0.000
H -4.4718 -3.1264 2.8706 0.0 0.0 0.0 0.000
H -5.3895 -2.5005 1.4993 0.0 0.0 0.0 0.000
H -5.3654 -1.5852 3.0068 0.0 0.1 0.0 0.000
O -6.0196 2.8608 3.0898 0.0 -0.1 0.0 0.000
S -4.8242 3.3320 2.4882 0.0 0.2 0.0 0.000
O -3.8864 4.1538 3.1787 -0.1 -0.1 0.1 0.000
N -3.9211 1.9662 1.9610 0.1 0.0 0.0 0.002
C -3.7453 2.0540 0.7131 0.0 0.0 -0.1 -0.001
S -2.6545 0.8388 -0.0689 -0.1 0.2 -0.1 -0.002
C -4.3788 3.1545 -0.0399 0.1 -0.2 0.0 0.000
C -4.3306 3.4670 -1.3862 0.0 0.0 -0.1 0.000
C -5.0028 4.6076 -1.8150 0.0 0.0 0.0 0.000
C -5.7005 5.4026 -0.9117 0.0 0.0 -0.1 0.000
C -5.7460 5.0901 0.4460 -0.1 0.0 0.1 0.000
C -5.0761 3.9599 0.8517 0.0 0.0 0.0 0.000
H -3.7989 2.8388 -2.0918 0.0 0.1 0.0 0.000
H -4.9836 4.8814 -2.8613 0.0 0.0 0.0 0.000
H -6.2141 6.2869 -1.2662 0.0 0.0 0.0 0.000
H -6.2883 5.7158 1.1437 0.0 0.0 0.0 0.000
```
Positions in Å, forces in eV/Å.

HOMO energy (spin up / spin down): -16.5005 / -16.5019 eV
Kohn-Sham gap (spin up / spin down): 6.510 / 6.728 eV
Net charge: +3
Energy relative to the best compared isomer or geometry (same formula, charge and spin): 144.7 kJ/mol
2S+1: 2


Record 5
Below is C24H30BLaN9O2S5Sb as an isolated structure, with properties calculated with the ωB97M-V functional and the def2-TZVPD basis.

```
73
Properties=species:S:1:pos:R:3:forces:R:3:lowdin_spin:R:1
La 0.4542 0.8825 0.2906 1.0 -0.3 0.8 0.026
C 0.9511 -1.8351 -3.0343 0.0 0.0 0.0 0.000
C 0.4761 -2.3072 -1.6986 -0.1 0.0 -0.1 0.000
C -0.1610 -3.5220 -1.3879 0.1 0.0 -0.1 0.000
C -0.2568 -3.5407 -0.0174 0.0 0.1 0.2 0.000
C -0.8362 -4.5927 0.8689 0.0 -0.1 -0.1 0.000
N 0.2766 -2.3914 0.4600 0.1 0.2 0.0 0.000
N 0.7051 -1.6184 -0.5928 0.0 -0.4 0.1 0.000
B 0.8618 -2.1609 1.8949 0.0 0.0 0.0 0.000
N 2.3182 -1.6475 1.7595 -0.2 0.1 -0.1 0.000
N 2.6179 -0.4862 1.1017 0.1 -0.4 0.3 0.001
C 3.9317 -0.3625 1.1253 0.2 0.1 0.0 0.000
C 4.6267 0.7828 0.4627 0.1 0.0 0.0 0.004
C 4.5107 -1.4460 1.8129 0.0 0.1 0.0 0.000
C 3.4499 -2.2357 2.1967 -0.2 -0.1 0.0 0.000
C 3.4600 -3.5236 2.9536 0.1 0.0 0.0 0.000
N 0.0548 -1.1648 2.7924 0.2 0.0 -0.1 0.000
N 0.3702 0.1709 2.7769 -0.2 -0.4 0.6 0.001
C -0.1212 0.6974 3.8890 0.0 0.0 0.1 0.000
C 0.0773 2.1353 4.2371 0.0 0.0 0.0 -0.001
C -0.7821 -0.2929 4.6379 0.0 0.0 0.0 0.000
C -0.6480 -1.4546 3.9101 0.1 -0.1 -0.2 0.000
C -1.1644 -2.8246 4.2028 0.0 0.0 0.1 0.000
H 1.5585 -2.6175 -3.4960 0.0 0.0 0.0 0.000
H 1.5774 -0.9499 -2.9343 0.0 0.0 0.1 0.000
H 0.1241 -1.5965 -3.6989 -0.1 0.0 0.0 0.000
H -0.4941 -4.2853 -2.0730 0.0 0.0 0.0 0.000
H -1.1765 -5.4310 0.2615 0.0 0.0 0.0 0.000
H -1.6916 -4.2164 1.4317 0.0 0.0 0.0 0.000
H -0.1103 -4.9615 1.5939 0.0 0.0 0.0 0.000
H 0.8708 -3.2223 2.4555 0.0 0.1 -0.1 0.000
H 3.9308 1.4206 -0.0816 -0.1 -0.1 0.0 0.004
H 5.3714 0.4072 -0.2428 0.0 0.0 0.0 0.000
H 5.1441 1.4107 1.1901 0.0 0.0 0.0 0.000
H 5.5567 -1.6289 2.0000 0.0 0.0 0.0 0.000
H 4.4900 -3.7813 3.1999 0.0 0.0 0.0 0.000
H 3.0305 -4.3400 2.3715 0.0 0.0 0.0 0.000
H 2.8918 -3.4564 3.8827 0.0 0.1 0.0 0.000
H 0.8578 2.5770 3.6178 0.0 0.0 0.0 -0.001
H 0.3623 2.2236 5.2880 0.0 0.0 0.0 0.000
H -0.8342 2.7067 4.0641 0.0 0.0 0.0 -0.001
H -1.2906 -0.1768 5.5820 0.0 0.0 0.0 0.000
H -1.5895 -2.8454 5.2060 0.0 0.0 0.0 0.000
H -0.3790 -3.5773 4.1437 0.0 0.0 0.0 0.000
H -1.9486 -3.1110 3.5002 0.0 0.0 0.0 0.000
S -1.5907 2.6176 1.2851 -0.4 0.2 0.2 0.141
Sb -0.1844 4.2977 0.4718 0.0 0.5 0.1 0.336
S 1.9283 3.2735 0.6378 0.2 0.2 0.1 0.130
S -0.6982 5.0567 -1.6133 0.0 0.0 -0.1 0.330
N -5.7178 4.7926 -3.5505 0.0 -0.1 0.0 0.000
C -4.8585 3.7469 -3.1770 -0.1 0.2 0.0 0.000
C -4.6446 3.4602 -1.8327 0.0 0.0 0.1 0.000
C -3.7877 2.4447 -1.4557 0.0 -0.1 0.0 0.001
C -3.1553 1.6779 -2.4284 -0.2 0.5 0.0 0.001
C -3.3883 1.9350 -3.7783 -0.1 0.0 0.1 0.000
C -4.2392 2.9618 -4.1465 0.0 -0.1 -0.1 0.000
S -1.9207 0.5225 -1.9957 0.0 -0.2 -0.5 0.002
O -1.8815 -0.3980 -3.1070 0.1 -0.1 0.0 0.001
O -2.1589 -0.0003 -0.6613 -0.1 0.0 0.0 0.007
N -0.5613 1.3228 -1.8055 0.0 0.2 -1.9 0.000
C 0.4127 1.5440 -2.7563 -0.5 -0.1 0.4 0.003
S 0.2424 1.7819 -4.4653 -0.3 -0.1 0.0 0.004
C 1.9447 1.9772 -4.5941 0.2 0.0 0.1 0.000
C 2.5101 1.8740 -3.3687 0.0 0.0 0.0 0.000
N 1.6498 1.6191 -2.3351 0.0 -0.2 0.0 0.003
H -5.7860 5.5251 -2.8603 0.0 0.0 0.0 0.000
H -5.5096 5.1867 -4.4552 0.0 -0.1 0.0 0.000
H -5.1231 4.0689 -1.0734 0.0 0.0 0.0 0.000
H -3.5786 2.2662 -0.4092 0.0 0.0 0.0 0.001
H -2.9036 1.3322 -4.5340 0.0 0.0 0.0 0.000
H -4.4186 3.1685 -5.1961 0.0 0.0 0.0 0.000
H 2.4285 2.1627 -5.5382 0.0 0.0 0.0 0.000
H 3.5657 1.9716 -3.1611 0.0 0.0 0.0 0.000
```
Positions in Å, forces in eV/Å.

HOMO energy (spin up / spin down): -4.1535 / -4.8887 eV
Kohn-Sham gap (spin up / spin down): 6.485 / 6.348 eV
Net charge: -1
Energy relative to the best compared isomer or geometry (same formula, charge and spin): 62.0 kJ/mol
2S+1: 2